--- i ---
DFT (ωB97M-V/def2-TZVPD) results for a structure of composition C4H5F2NS.

Geometry as XYZ:
```
13
Properties=species:S:1:pos:R:3:lowdin_charge:R:1
C 0.669 0.910 -1.012 0.093
C 1.575 0.862 -0.119 -0.627
C 0.263 -1.310 0.184 -0.773
C -1.552 0.270 0.302 -0.151
N -0.638 -0.475 -0.479 -0.088
F 2.732 1.589 -0.040 -0.004
F 0.774 -2.118 -0.716 -0.002
S 1.601 -0.452 1.070 1.009
H 0.110 1.522 -1.713 0.102
H -0.320 -2.089 0.943 0.178
H -2.487 -0.192 0.171 0.060
H -1.259 0.121 1.410 0.102
H -1.468 1.362 -0.001 0.101
```

## Properties
LUMO level (eV): 0.03
Charge: 0
HOMO-LUMO gap (eV): 9.3920
HOMO level (hartree): -0.344


--- ii ---
DFT (ωB97M-V/def2-TZVPD) results for a cluster of 2 separate species, C4H5F2NS in total.

Geometry as XYZ:
```
13
Properties=species:S:1:pos:R:3:lowdin_charge:R:1
C 1.293 -1.940 0.085 -0.298
C 2.153 0.620 -0.212 -0.919
C -0.337 0.982 -0.278 -0.069
C 0.962 0.805 0.398 -0.168
N 0.176 -2.308 -0.119 0.161
F 2.512 -2.369 0.013 0.095
F 2.206 0.731 -1.559 -0.036
S 3.656 0.480 0.428 0.737
H -0.695 -0.038 -0.669 0.094
H -0.085 1.507 -1.221 0.093
H -0.948 1.392 0.529 0.085
H 0.926 0.667 1.424 0.087
H -0.591 -2.847 -0.638 0.138
```

## Properties
LUMO level (alpha / beta) (eV): -0.29 / -1.67
Charge: 0
HOMO-LUMO gap (alpha / beta) (eV): 8.2815 / 6.3674
HOMO level (alpha / beta) (hartree): -0.315 / -0.296


Which is the most stable structure? i is the most stable.


--- i ---
DFT (ωB97M-V/def2-TZVPD) results for a structure of composition CH3I2P.

Geometry as XYZ:
```
7
Properties=species:S:1:pos:R:3:lowdin_charge:R:1
C 0.078 0.089 0.238 -0.136
P -1.016 -0.185 2.686 -0.230
I -0.580 -2.536 2.914 0.190
I 0.943 0.790 3.709 0.172
H -0.792 -0.563 -0.157 -0.005
H 1.030 -0.523 0.490 0.011
H 0.034 1.182 0.005 -0.003
```

## Properties
LUMO level (alpha / beta) (eV): -0.67 / -0.90
Charge: 0
HOMO-LUMO gap (alpha / beta) (eV): 7.5644 / 7.5024
HOMO level (alpha / beta) (hartree): -0.303 / -0.309


--- ii ---
DFT (ωB97M-V/def2-TZVPD) results for a structure of composition CH3I2P.

Geometry as XYZ:
```
7
Properties=species:S:1:pos:R:3:lowdin_charge:R:1
C -0.539 0.303 -0.104 -1.748
P 0.830 -0.675 0.639 0.589
I -2.134 -0.885 -0.619 0.684
I -0.198 1.920 -1.547 0.589
H -0.920 0.997 1.594 0.172
H 1.763 0.117 0.256 -0.193
H 1.197 -1.777 -0.219 -0.093
```

## Properties
LUMO level (alpha / beta) (eV): -1.09 / -1.09
Charge: 0
HOMO-LUMO gap (alpha / beta) (eV): 7.9225 / 7.9220
HOMO level (alpha / beta) (hartree): -0.331 / -0.331


Which is the most stable structure? i is the most stable.


--- i ---
DFT (ωB97M-V/def2-TZVPD) results for a cluster of 2 separate species, CH4O2P in total.

Geometry as XYZ:
```
8
Properties=species:S:1:pos:R:3:lowdin_charge:R:1
C -1.552 -0.058 -0.355 -0.151
O 2.119 0.929 -0.654 -0.523
O 1.847 -1.328 0.409 -0.489
P 1.412 0.083 0.396 0.425
H -1.441 -0.515 -1.398 -0.050
H -2.083 -0.717 0.463 -0.043
H -2.024 0.918 -0.390 -0.106
H 1.722 0.689 1.529 -0.062
```

## Properties
LUMO level (alpha / beta) (eV): 4.30 / 4.04
Charge: -1
HOMO-LUMO gap (alpha / beta) (eV): 8.0524 / 6.9265
HOMO level (alpha / beta) (hartree): -0.138 / -0.106


--- ii ---
DFT (ωB97M-V/def2-TZVPD) results for a cluster of 2 separate species, CH4O2P in total.

Geometry as XYZ:
```
8
Properties=species:S:1:pos:R:3:lowdin_charge:R:1
C -0.215 0.729 -0.035 -0.452
O -0.658 -1.764 -0.290 -0.273
O 2.452 0.941 -0.333 -0.663
P 1.470 0.475 0.704 0.622
H -0.715 -0.668 -0.109 -0.074
H -0.269 1.354 -0.979 -0.004
H -0.902 1.099 0.647 -0.098
H -1.162 -2.166 0.396 -0.058
```

## Properties
LUMO level (eV): 4.71
Charge: -1
HOMO-LUMO gap (eV): 7.7440
HOMO level (hartree): -0.111


Which is the most stable structure? ii is the most stable.


--- i ---
DFT (ωB97M-V/def2-TZVPD) results for the molecule C15H18N4O2.

Geometry as XYZ:
```
39
Properties=species:S:1:pos:R:3:lowdin_charge:R:1
C 0.270 2.175 5.200 -0.010
C 0.840 1.394 4.071 -0.312
C 1.019 1.700 2.758 0.017
C 1.621 0.555 2.154 -0.096
C 2.104 0.387 0.765 -0.408
O 3.265 0.104 0.520 0.068
N 1.187 0.576 -0.219 -0.037
C -0.242 0.648 0.026 -0.117
C -0.982 0.933 -1.277 -0.129
N -0.701 -0.101 -2.243 -0.063
C -1.668 -0.654 -2.995 -0.366
N -1.304 -1.655 -3.811 0.127
C -2.252 -2.180 -4.561 -0.138
C -3.569 -1.745 -4.523 -0.069
C -3.837 -0.710 -3.638 -0.140
N -2.910 -0.160 -2.880 0.120
C 0.649 -0.623 -2.278 -0.127
C 1.588 0.361 -1.596 -0.117
C 1.774 -0.359 3.161 -0.249
C 2.334 -1.734 3.144 0.013
O 1.284 0.139 4.315 0.097
H -0.021 3.161 4.853 0.083
H 1.004 2.278 5.998 0.084
H -0.603 1.668 5.611 0.084
H 0.795 2.635 2.286 0.119
H -0.600 -0.303 0.446 0.140
H -0.463 1.439 0.745 0.111
H -0.679 1.912 -1.669 0.130
H -2.060 0.951 -1.110 0.114
H -1.935 -2.983 -5.215 0.107
H -4.335 -2.183 -5.139 0.090
H -4.833 -0.299 -3.525 0.107
H 0.941 -0.783 -3.319 0.119
H 0.689 -1.594 -1.768 0.133
H 2.608 -0.031 -1.575 0.124
H 1.593 1.314 -2.137 0.131
H 2.986 -1.841 2.282 0.082
H 2.902 -1.913 4.055 0.088
H 1.540 -2.479 3.087 0.087
```

## Properties
LUMO level (eV): 0.71
Charge: 0
SMILES: Cc1cc(C(=O)N2CCN(c3ncccn3)CC2)c(C)o1
HOMO-LUMO gap (eV): 9.0066
HOMO level (hartree): -0.305


--- ii ---
DFT (ωB97M-V/def2-TZVPD) results for the molecule C15H18N4O2.

Geometry as XYZ:
```
39
Properties=species:S:1:pos:R:3:lowdin_charge:R:1
O -2.349 0.564 -0.537 0.067
C -1.846 0.815 0.544 -0.415
N -2.052 0.150 1.686 0.076
C -2.871 -1.029 1.799 -0.172
C -2.029 -2.295 1.972 -0.148
C -1.152 -2.557 0.741 -0.144
N -0.373 -3.752 0.903 -0.104
C -0.793 -5.034 0.683 -0.082
C 0.250 -5.840 1.035 -0.163
N 1.292 -5.086 1.470 0.049
C 0.890 -3.849 1.383 -0.187
C -0.866 1.977 0.737 -0.414
O -0.320 2.177 1.810 0.061
N -0.713 2.694 -0.378 0.094
C 0.216 3.793 -0.518 -0.116
C 1.367 3.413 -1.414 -0.215
C 1.562 4.035 -2.639 -0.047
C 2.613 3.656 -3.457 -0.085
C 3.471 2.645 -3.060 -0.091
C 3.280 2.016 -1.841 -0.079
C 2.234 2.399 -1.022 -0.036
H -1.524 0.478 2.487 0.146
H -3.548 -0.917 2.651 0.124
H -3.459 -1.091 0.879 0.124
H -1.391 -2.197 2.854 0.119
H -2.695 -3.145 2.129 0.116
H -1.783 -2.655 -0.147 0.137
H -0.470 -1.717 0.585 0.127
H -1.767 -5.254 0.295 0.111
H 0.318 -6.909 1.003 0.090
H 1.479 -2.993 1.646 0.122
H -1.207 2.355 -1.195 0.149
H -0.312 4.663 -0.919 0.125
H 0.575 4.021 0.490 0.130
H 0.893 4.824 -2.952 0.108
H 2.759 4.149 -4.406 0.102
H 4.289 2.348 -3.700 0.101
H 3.948 1.228 -1.528 0.103
H 2.084 1.916 -0.067 0.114
```

## Properties
LUMO level (eV): 0.59
Charge: 0
SMILES: O=C(NCCCn1ccnc1)C(=O)NCc1ccccc1
HOMO-LUMO gap (eV): 9.3510
HOMO level (hartree): -0.322


Which is the most stable structure? ii is the most stable.